{
  "formula": "C34H32BBrFN4O6ReS",
  "method": "ωB97M-V/def2-TZVPD",
  "gap_ha": [0.2588, 0.2618],
  "homo_ev": [-10.558, -10.927],
  "s2": 3.79,
  "multiplicity": 4,
  "total_charge": 1,
  "elements": ["Re", "C", "C", "N", "C", "C", "C", "O", "O", "C", "O", "C", "C", "C", "F", "C", "C", "C", "N", "C", "C", "N", "C", "C", "H", "H", "H", "H", "H", "H", "H", "H", "H", "H", "H", "H", "H", "H", "H", "H", "H", "H", "C", "C", "O", "S", "C", "C", "C", "C", "C", "C", "C", "C", "H", "H", "H", "H", "H", "H", "H", "B", "C", "N", "H", "H", "H", "Br", "C", "C", "C", "C", "C", "C", "C", "O", "O", "H", "H", "H", "H"],
  "coordinates": [[3.2916, -0.3846, 2.6390], [-2.6916, 4.3885, 1.2614], [-2.8195, 3.0187, 1.8954], [-1.6147, 2.2219, 1.7119], [-0.6841, 2.2477, 2.6760], [0.5175, 1.5763, 2.6304], [1.4277, 1.7135, 3.8437], [1.0993, 2.4393, 4.7543], [2.5247, 1.0310, 3.8382], [0.8230, 0.8500, 1.4639], [1.8729, 0.1884, 1.2626], [-0.1671, 0.8149, 0.4170], [0.0788, 0.0365, -0.7175], [-0.8667, -0.0494, -1.6923], [-0.6492, -0.8632, -2.7512], [-2.0789, 0.6544, -1.6216], [-2.3203, 1.4354, -0.5000], [-1.3833, 1.4988, 0.5471], [-3.0451, 0.5847, -2.6385], [-4.2761, -0.0865, -2.2969], [-5.3923, 0.3795, -3.2141], [-4.9901, 0.1168, -4.6315], [-3.6871, 0.7798, -4.9581], [-2.6303, 0.2826, -3.9898], [-3.6062, 4.9507, 1.4146], [-2.5045, 4.3192, 0.1932], [-1.8745, 4.9439, 1.7112], [-3.6660, 2.4565, 1.4939], [-2.9796, 3.0931, 2.9731], [-0.9061, 2.8249, 3.5620], [0.9964, -0.5259, -0.7941], [-3.2318, 2.0005, -0.4627], [-4.5583, 0.1391, -1.2660], [-4.1762, -1.1847, -2.3740], [-5.5540, 1.4562, -3.1345], [-6.3241, -0.1536, -3.0268], [-5.7238, 0.4295, -5.2757], [-4.8899, -0.9018, -4.7671], [-3.8520, 1.8549, -4.8613], [-3.4392, 0.5320, -5.9910], [-1.6911, 0.7948, -4.2200], [-2.4650, -0.7933, -4.1516], [-1.8686, -2.1301, -1.7171], [-3.3095, -2.5573, -1.7088], [-4.0874, -2.2067, -2.5573], [-3.8802, -3.6861, -0.4417], [-2.5340, -3.5642, 0.7217], [-1.3897, -4.3526, 0.5998], [-0.2593, -4.0517, 1.3446], [-0.2836, -2.9677, 2.2254], [-1.4756, -2.2708, 2.4318], [-2.5899, -2.5669, 1.6821], [0.9088, -2.4359, 2.7822], [1.9364, -1.7908, 2.9256], [-1.7763, -1.2863, -2.3986], [-1.2640, -2.9539, -2.0930], [-1.4911, -1.8693, -0.7310], [-1.3626, -5.1459, -0.1286], [0.6530, -4.6042, 1.2068], [-1.4960, -1.4637, 3.1451], [-3.4948, -1.9918, 1.7976], [4.8303, -2.8834, -1.0200], [4.4598, -2.0448, 0.2307], [4.1524, -1.4349, 1.1776], [5.9849, -2.6879, -1.2576], [4.0992, -2.5031, -1.8957], [4.6099, -4.0214, -0.7117], [6.8183, 3.3906, -1.3933], [6.5910, 2.3460, 0.1665], [7.6341, 1.5472, 0.6117], [7.4707, 0.7844, 1.7496], [6.2615, 0.7973, 2.4334], [5.2303, 1.6266, 1.9887], [5.3853, 2.4064, 0.8531], [6.0840, -0.0958, 3.6288], [6.9698, -0.4732, 4.3480], [4.8289, -0.4723, 3.7804], [8.5643, 1.5243, 0.0678], [8.2661, 0.1566, 2.1121], [4.3331, 1.7611, 2.5762], [4.5970, 3.0611, 0.5152]],
  "lowdin_charge": [1.643, -0.048, -0.182, -0.016, 0.064, -0.004, -0.550, 0.109, -0.166, -0.275, -0.151, -0.038, 0.114, -0.236, 0.035, -0.144, 0.091, -0.096, -0.054, -0.157, -0.073, 0.062, -0.074, -0.134, 0.086, 0.076, 0.087, 0.119, 0.133, 0.156, 0.158, 0.118, 0.151, -0.161, 0.135, 0.144, 0.188, 0.189, 0.144, 0.143, 0.154, 0.137, -0.021, -0.598, 0.039, 1.088, -0.544, -0.076, 0.008, -0.235, -0.022, -0.103, -0.045, -0.118, -0.011, 0.143, 0.098, 0.116, 0.128, 0.121, 0.107, -0.387, -0.121, -0.015, 0.012, 0.005, 0.015, 0.762, -0.672, -0.089, 0.014, -0.140, -0.078, -0.104, -0.534, 0.144, -0.198, 0.110, 0.131, 0.084, 0.105]
}



{
  "formula": "C34H32BrEuIN2O3S",
  "method": "ωB97M-V/def2-TZVPD",
  "gap_ha": [0.2215, 0.2204],
  "homo_ev": [-3.730, -3.691],
  "s2": 12.04,
  "multiplicity": 7,
  "total_charge": -1,
  "elements": ["Eu", "C", "C", "C", "C", "C", "C", "C", "C", "C", "S", "C", "N", "H", "H", "H", "H", "H", "H", "H", "H", "Br", "C", "C", "C", "C", "C", "C", "C", "C", "C", "C", "H", "H", "H", "H", "H", "H", "O", "C", "O", "C", "C", "C", "C", "C", "C", "H", "H", "H", "H", "H", "I", "C", "H", "H", "O", "C", "C", "C", "C", "C", "C", "N", "H", "H", "H", "H", "H", "H", "H", "H", "H", "H", "H"],
  "coordinates": [[0.4295, 0.4191, -0.1255], [0.9453, 2.2263, -3.2748], [0.6527, 3.2794, -2.2472], [1.0223, 4.6147, -2.4901], [0.5887, 5.5889, -1.6372], [-0.2584, 5.2485, -0.5621], [-0.9182, 6.2102, 0.2137], [-1.7536, 5.8090, 1.2328], [-1.8898, 4.4671, 1.5456], [-1.2158, 3.4741, 0.8397], [-1.4135, 1.8535, 1.3367], [-0.4370, 3.8592, -0.2973], [0.0404, 2.9116, -1.1360], [0.5132, 2.5211, -4.2332], [0.4954, 1.2754, -2.9641], [2.0238, 2.1165, -3.3956], [1.6456, 4.8419, -3.3414], [0.8629, 6.6253, -1.7752], [-0.7785, 7.2562, -0.0222], [-2.3070, 6.5431, 1.8017], [-2.5264, 4.1490, 2.3583], [0.4845, -2.7312, 0.9865], [-0.0780, -2.6514, 2.8654], [-0.6311, -3.8271, 3.3198], [-1.1636, -3.8896, 4.6102], [-1.2102, -2.7546, 5.3627], [-0.6978, -1.5261, 4.8897], [-0.8753, -0.3662, 5.6501], [-0.4435, 0.8502, 5.1613], [0.2842, 0.9155, 3.9984], [0.6068, -0.2240, 3.2300], [-0.0239, -1.4678, 3.6187], [-0.6705, -4.6899, 2.6764], [-1.5799, -4.8187, 4.9731], [-1.6731, -2.7714, 6.3383], [-1.3496, -0.4442, 6.6170], [-0.6330, 1.7582, 5.7184], [0.6575, 1.8748, 3.6612], [-3.0845, -0.6710, -2.3986], [-2.5547, -0.6071, -1.2919], [-1.3325, -0.3199, -1.0904], [-3.3993, -0.8988, -0.0561], [-2.8426, -1.0216, 1.2110], [-3.6376, -1.3014, 2.3084], [-5.0047, -1.4583, 2.1470], [-5.5726, -1.3300, 0.8884], [-4.7724, -1.0550, -0.2056], [-1.7746, -0.8888, 1.3484], [-3.1904, -1.4002, 3.2882], [-5.6305, -1.6896, 3.0009], [-6.6442, -1.4471, 0.7656], [-5.1890, -0.9659, -1.1996], [3.3175, 0.9731, -0.9048], [1.5581, -0.0756, 2.1741], [2.1504, 0.8423, 2.2997], [2.2214, -0.9293, 2.0089], [1.1287, -1.2756, -1.7644], [1.6893, -1.8804, -2.6752], [2.4881, -3.1337, -2.4324], [3.9911, -2.8446, -2.5410], [4.4953, -2.9019, -3.9802], [3.9062, -1.8158, -4.8763], [2.3894, -1.9296, -5.0573], [1.6578, -1.4079, -3.9282], [2.2031, -3.9003, -3.1529], [2.2459, -3.4857, -1.4303], [4.5308, -3.5872, -1.9511], [4.2070, -1.8654, -2.1115], [4.2640, -3.8826, -4.4030], [5.5816, -2.7961, -3.9767], [4.3724, -1.8761, -5.8612], [4.1392, -0.8399, -4.4513], [2.1117, -2.9756, -5.2277], [2.0805, -1.3572, -5.9336], [1.1751, -0.5268, -4.0431]],
  "lowdin_charge": [1.435, -0.102, -0.360, -0.023, -0.008, -0.172, -0.071, -0.102, -0.139, -0.636, 0.648, -0.235, 0.055, 0.085, 0.039, 0.023, 0.110, 0.112, 0.098, 0.096, 0.091, 0.807, -0.507, -0.161, -0.101, -0.059, -0.192, -0.080, -0.097, -0.117, -0.325, -0.154, 0.082, 0.097, 0.104, 0.094, 0.099, 0.097, 0.026, -0.594, -0.288, -0.131, -0.091, -0.065, -0.098, -0.097, -0.032, 0.030, 0.100, 0.094, 0.093, 0.110, -0.015, -0.342, 0.022, 0.004, -0.230, -0.489, -0.088, -0.184, -0.213, -0.182, -0.175, 0.103, 0.119, 0.092, 0.112, 0.065, 0.109, 0.107, 0.105, 0.115, 0.120, 0.121, 0.136]
}



{
  "formula": "C34H32BrIrN3O3P2",
  "method": "ωB97M-V/def2-TZVPD",
  "gap_ha": [0.2001, 0.1644],
  "homo_ev": [-13.018, -13.179],
  "s2": 0.99,
  "multiplicity": 2,
  "total_charge": 2,
  "elements": ["Ir", "N", "C", "C", "O", "N", "C", "C", "O", "O", "H", "H", "H", "H", "H", "H", "Br", "C", "C", "C", "N", "C", "C", "H", "H", "H", "H", "C", "P", "C", "C", "C", "C", "C", "C", "C", "C", "C", "C", "C", "C", "P", "C", "C", "C", "C", "C", "C", "C", "C", "C", "C", "C", "C", "H", "H", "H", "H", "H", "H", "H", "H", "H", "H", "H", "H", "H", "H", "H", "H", "H", "H", "H", "H", "H", "H"],
  "coordinates": [[-0.1823, -1.6259, 1.2824], [0.9838, -3.7524, 0.9245], [0.0213, -4.7603, 0.4617], [-1.3121, -4.1348, 0.0104], [-1.9411, -4.5437, -0.9351], [-1.7112, -3.1177, 0.8353], [-3.0184, -2.6658, 0.7600], [-3.0525, -1.1849, -0.0129], [-4.0845, -0.9708, -0.5730], [-2.0135, -0.5416, 0.1604], [1.6719, -3.5727, 0.1989], [1.4857, -4.0911, 1.7375], [-0.2271, -5.4390, 1.2812], [0.4072, -5.3681, -0.3611], [-3.4282, -2.3791, 1.7298], [-3.6895, -3.3373, 0.2176], [-1.4270, -0.2870, 7.8296], [-0.9777, -0.4768, 6.0098], [0.1523, -1.1980, 5.6250], [0.4195, -1.3370, 4.2807], [-0.3651, -0.8312, 3.3189], [-1.4381, -0.1217, 3.6928], [-1.7713, 0.0947, 5.0141], [0.8020, -1.6450, 6.3601], [1.3002, -1.8760, 3.9546], [-2.0598, 0.2741, 2.8995], [-2.6318, 0.6911, 5.2748], [0.1833, 0.7905, -1.4867], [0.9306, -0.7035, -0.6739], [2.5861, -0.0896, -0.2477], [2.9582, -0.0755, 1.0932], [4.1994, 0.4089, 1.4619], [5.0831, 0.8524, 0.4908], [4.7224, 0.8271, -0.8480], [3.4708, 0.3703, -1.2185], [1.0858, -1.7775, -2.1346], [-0.0350, -1.9711, -2.9452], [0.0645, -2.7442, -4.0861], [1.2692, -3.3413, -4.4288], [2.3711, -3.1856, -3.6025], [2.2785, -2.4277, -2.4486], [-0.1400, 2.1441, -0.2718], [0.3729, 3.6871, -1.0623], [1.6092, 3.8095, -1.7024], [1.9349, 4.9947, -2.3329], [1.0615, 6.0752, -2.2888], [-0.1489, 5.9650, -1.6161], [-0.4849, 4.7873, -0.9807], [-1.9496, 2.1776, -0.1267], [-2.5493, 2.3402, 1.1170], [-3.9285, 2.2836, 1.2267], [-4.7031, 2.0463, 0.1010], [-4.1038, 1.9206, -1.1428], [-2.7296, 1.9790, -1.2669], [-0.7851, 0.4719, -1.8738], [0.8365, 1.1218, -2.2980], [2.2652, -0.4596, 1.8402], [4.4904, 0.4240, 2.5007], [6.0622, 1.1991, 0.7803], [5.4203, 1.1565, -1.6014], [3.1922, 0.3295, -2.2632], [-0.9842, -1.5244, -2.6837], [-0.7976, -2.8714, -4.7191], [1.3471, -3.9303, -5.3306], [3.3115, -3.6425, -3.8661], [3.1418, -2.3086, -1.8100], [2.3101, 2.9865, -1.6987], [2.8787, 5.0826, -2.8482], [1.3314, 7.0076, -2.7610], [-0.8319, 6.7984, -1.5807], [-1.4199, 4.7007, -0.4485], [-1.9334, 2.4973, 1.9930], [-4.3988, 2.4102, 2.1905], [-5.7739, 1.9487, 0.1909], [-4.7069, 1.7656, -2.0245], [-2.2768, 1.8911, -2.2440]],
  "lowdin_charge": [1.160, -0.009, -0.129, -0.503, 0.137, -0.080, -0.113, -0.628, 0.118, -0.133, 0.078, 0.101, 0.139, 0.138, 0.121, 0.134, 0.855, -0.649, -0.072, -0.139, -0.131, -0.118, -0.067, 0.118, 0.107, 0.095, 0.117, -0.414, 0.913, -0.397, -0.115, -0.054, -0.042, -0.049, -0.109, -0.365, -0.081, -0.040, -0.036, -0.051, -0.098, 1.224, -0.341, -0.071, -0.038, -0.013, -0.031, -0.057, -0.415, -0.117, -0.051, -0.035, -0.048, -0.089, 0.036, 0.078, 0.052, 0.116, 0.120, 0.119, 0.115, 0.108, 0.121, 0.121, 0.118, 0.105, 0.095, 0.121, 0.126, 0.123, 0.111, 0.102, 0.115, 0.124, 0.126, 0.118]
}



What are the E_tot values for these records? In order: -140410.5076 -153214.3430 -137831.7750 eV.